(1)
Formula: C3H2O3
Source: the OMol25 dataset
Level of theory: the ωB97M-V functional and the def2-TZVPD basis

The geometry in XYZ format:
```
8
Properties=species:S:1:pos:R:3:lowdin_charge:R:1
O 2.281 -2.187 -1.750 0.076
O 0.695 -0.258 -0.913 0.002
O 2.697 -3.710 0.057 0.152
C 3.389 -1.592 -1.322 0.171
C 2.891 -2.793 -0.663 -0.434
C -0.345 -0.545 -0.410 -0.124
H -0.549 -0.274 0.597 0.064
H -1.200 -1.078 -0.883 0.093
```

Computed properties:
energy relative to the best compared isomer or geometry (same formula, charge and spin): 489.2 kJ/mol
max |F|: 1.6 eV Å⁻¹
DFT total energy: -9280.4563 eV
E_LUMO: -0.7 eV
HOMO level: -9.89 eV
net charge: 0

---

(2)
Formula: C4H6N2O
Source: the OMol25 dataset
Level of theory: the ωB97M-V functional and the def2-TZVPD basis

The geometry in XYZ format:
```
13
Properties=species:S:1:pos:R:3:lowdin_charge:R:1
O 0.884 -1.957 0.103 0.035
N 1.891 0.933 -0.071 0.090
N -0.504 1.272 -0.166 0.059
C -1.347 -0.773 -0.040 -0.041
C 0.574 0.426 -0.048 -0.324
C -1.667 0.560 -0.149 -0.137
C 0.073 -0.852 0.028 -0.300
H -2.047 -1.597 -0.026 0.099
H -0.407 2.267 -0.275 0.149
H 2.279 0.991 0.866 0.081
H 2.496 0.316 -0.604 0.081
H -2.629 1.052 -0.207 0.107
H 0.404 -2.637 0.589 0.101
```

Computed properties:
energy relative to the best compared isomer or geometry (same formula, charge and spin): 91.1 kJ/mol
max |F|: 0.5 eV Å⁻¹
structure (SMILES): Nc1[nH]ccc1O
DFT total energy: -9272.5581 eV
E_LUMO: 0.9 eV
HOMO level: -7.70 eV
net charge: 0

---

(3)
Formula: C3H11N2
Source: the OMol25 dataset
Level of theory: the ωB97M-V functional and the def2-TZVPD basis

The geometry in XYZ format:
```
16
Properties=species:S:1:pos:R:3:lowdin_charge:R:1
N 0.295 -2.091 0.453 0.185
N -2.017 -1.828 0.536 0.192
C 0.427 2.343 -0.209 -0.146
C 1.238 1.129 -0.778 -0.150
C -0.802 -1.289 0.558 -0.097
H 1.044 2.712 0.632 0.080
H 1.422 0.538 0.063 0.018
H -2.920 -1.354 0.507 0.155
H -0.526 2.250 0.293 0.051
H -0.575 -0.223 0.276 0.141
H 0.654 0.669 -1.571 0.069
H 0.392 3.054 -0.992 0.055
H 0.241 -3.067 0.622 0.120
H -2.093 -2.821 0.478 0.128
H 1.218 -1.643 0.456 0.131
H 2.003 1.620 -1.323 0.067
```

Computed properties:
energy relative to the best compared isomer or geometry (same formula, charge and spin): 104.0 kJ/mol
max |F|: 3.8 eV Å⁻¹
DFT total energy: -6262.5035 eV
E_LUMO: -4.4 eV
HOMO level: -15.08 eV
net charge: +1